23
Properties=species:S:1:pos:R:3 method="wB97M-V/def2-TZVPD" total_charge=+2 homo_lumo_gap_ev=12.254 relative_energy_kj_mol=50.4 e_tot_ev=-10893.651 homo_ev=-18.546
C -1.29477 0.08463 0.85777
C 0.12239 -0.11251 1.38323
C 1.22944 -0.35892 0.32750
N 3.77791 0.19652 -1.20093
C 2.84878 1.07062 -0.90989
N 1.70286 0.88318 -0.29906
N -2.17834 -1.11939 0.67673
H -1.82327 0.68836 1.59769
H -1.23064 0.53373 -0.14180
H 0.36846 0.75210 2.02106
H 0.28948 -0.88686 2.12948
H 0.83410 -1.09513 -0.38985
H 2.08938 -0.80188 0.84223
H 4.67457 0.50716 -1.53560
H 3.63522 -0.75119 -0.87209
H 2.98829 2.07700 -1.26680
H 1.16602 1.71740 -0.10327
H -1.95962 -1.64070 -0.17961
H -3.11675 -0.72035 0.48634
H -2.16450 -1.91481 1.32148
H -4.70593 0.25744 -1.34972
H -3.52001 0.51797 -2.11802
O -3.73305 0.11562 -1.27688

24
Properties=species:S:1:pos:R:3 method="wB97M-V/def2-TZVPD" total_charge=0 homo_lumo_gap_ev=9.017 relative_energy_kj_mol=140.8 e_tot_ev=-24615.944 homo_ev=-9.219
H 1.96313 0.03498 2.67199
N 1.04540 -0.35096 2.67638
Si 0.47151 -1.18490 1.45614
C 1.24024 -2.69020 0.61744
C -1.44188 -1.28986 1.26831
C -2.28933 -0.36275 1.72154
H 1.68090 -3.43820 1.29889
H 0.53856 -3.38446 0.17439
H 1.98650 -2.35404 -0.11651
H -1.92289 -2.22996 0.84939
H -3.31828 -0.50921 1.49245
H -1.98387 0.60341 1.81657
C -0.55740 2.10582 -2.66366
Si 0.01035 1.26588 -0.93692
N 0.97232 2.09433 0.23574
N 0.83666 -0.07569 -1.55864
H -1.33189 1.69307 -3.25549
H -1.16607 2.95950 -2.30652
H 0.27254 2.46010 -3.17923
H -1.15156 1.01202 -0.13103
H 0.94572 1.78104 1.19400
H 1.46511 2.98586 0.18959
H 0.91583 -0.22778 -2.55263
H 0.81839 -0.89800 -0.96219

24
Properties=species:S:1:pos:R:3 method="wB97M-V/def2-TZVPD" total_charge=+1 homo_lumo_gap_ev=7.400 relative_energy_kj_mol=221.5 e_tot_ev=-21174.752 homo_ev=-12.006
C 3.46985 -1.06738 0.50562
C 2.94846 0.90116 -0.72542
C -2.74562 -1.66910 -0.53553
C 0.02452 -1.49451 0.45812
N -2.65618 3.03232 0.23263
N 2.48256 -0.42229 -0.42614
N -2.14228 -0.40402 -0.47211
N -2.56589 0.45867 0.35395
S 0.89808 -0.20335 0.04048
H 4.40748 -1.16262 -0.07932
H 3.55130 -0.37425 1.38129
H 3.14588 -2.07064 0.79374
H 2.15651 1.41489 -1.27714
H 3.12070 1.44358 0.28071
H 3.98708 0.91740 -1.28929
H -1.96459 -2.34136 -0.20972
H -3.58649 -1.79413 0.20244
H -2.79664 -1.88732 -1.68739
H 0.52930 -2.41340 0.23123
H -2.28478 3.76751 0.91485
H -3.53555 3.39914 0.21033
H -2.25810 3.30698 -0.70612
H -2.22872 1.45619 0.23108
H -3.21914 0.25964 1.17250

22
Properties=species:S:1:pos:R:3 method="wB97M-V/def2-TZVPD" total_charge=-1 homo_lumo_gap_ev="3.018 / 9.392" multiplicity=2 s2=0.751 relative_energy_kj_mol=149.7 e_tot_ev=-9973.885 homo_ev="0.847 / -5.760"
C -0.73338 -1.50767 -0.98124
N 0.10624 -0.24557 -0.75815
C 1.61047 -0.58251 -0.38886
C 2.46910 0.69887 -0.43806
C -2.19061 -1.21128 -0.80060
H -0.59066 -1.90043 -2.03187
H -0.40622 -2.39597 -0.25846
H 0.18067 0.30529 -1.60800
H 1.58646 -1.02289 0.55917
H 1.98529 -1.42528 -0.97772
H 3.52428 0.63635 -0.24828
H 2.49611 0.85885 -1.56374
H 2.10060 1.56469 -0.01100
H -2.67771 -0.40904 -1.40164
H -2.29945 -0.94730 0.20082
H -2.79692 -2.10775 -1.08828
H -1.79774 0.59875 2.81790
H -0.71253 0.36427 1.68083
O -1.62471 0.72344 1.79859
H 0.06333 1.99326 2.33797
H -0.47277 3.03762 1.20757
O 0.18016 2.97433 1.95304

22
Properties=species:S:1:pos:R:3 method="wB97M-V/def2-TZVPD" total_charge=0 homo_lumo_gap_ev=8.852 smiles=CNC(C)C.O.O relative_energy_kj_mol=137.4 e_tot_ev=-9975.662 homo_ev=-8.423
C -1.61252 -0.66497 -0.41906
N -1.82597 0.40280 0.59443
C -0.64171 0.78456 1.39210
C 0.35315 1.58803 0.53619
C 0.17074 -0.29592 2.06229
H -0.84767 -0.39532 -1.15502
H -2.58581 -0.88194 -0.86178
H -1.30397 -1.58489 0.06779
H -2.12405 1.20546 0.05443
H -1.19012 1.39770 2.11699
H 1.27363 1.93816 1.00988
H -0.07573 2.47018 0.04592
H 0.73426 0.94434 -0.27312
H 0.84688 0.17986 2.77654
H 0.78897 -0.93529 1.42346
H -0.40698 -1.08806 2.55799
O 0.12756 -0.10391 -3.00950
H 1.06249 -0.37060 -3.04199
H 0.15683 0.64941 -2.40808
O 2.08226 -1.53130 -1.29482
H 2.70118 -1.29091 -0.59740
H 2.31658 -2.41740 -1.57728

22
Properties=species:S:1:pos:R:3 method="wB97M-V/def2-TZVPD" total_charge=+1 homo_lumo_gap_ev="11.014 / 6.724" multiplicity=2 s2=0.754 relative_energy_kj_mol=1.7 e_tot_ev=-9967.821 homo_ev="-14.124 / -14.124"
C -0.27550 -1.23612 -1.35426
N -1.44281 -1.24038 -0.48544
C -0.51000 -0.18536 1.43119
C -1.80234 -0.29287 0.56975
C -2.30746 1.03563 -0.00628
H 0.38847 -2.04125 -1.02233
H -0.58047 -1.52436 -2.36351
H 0.24125 -0.27952 -1.35719
H -1.63066 -2.22564 -0.29843
H -0.79598 0.09204 2.44501
H -0.04860 -1.16570 1.46708
H 0.05908 0.62947 0.99178
H -2.67186 -0.75134 1.03836
H -2.09863 1.80894 0.73074
H -1.73041 1.30397 -0.89416
H -3.36911 1.02861 -0.22469
H 3.32226 -0.53802 0.37641
H 4.85271 -0.67405 0.64951
O 3.98558 -0.97543 0.94285
H 2.78190 2.59835 -1.28865
H 1.68542 2.48775 -0.23788
O 1.94715 2.14529 -1.10983

23
Properties=species:S:1:pos:R:3 method="wB97M-V/def2-TZVPD" total_charge=0 homo_lumo_gap_ev=9.085 smiles=CNCCCS.O.O relative_energy_kj_mol=213.6 e_tot_ev=-20809.661 homo_ev=-8.617
C -1.87741 -0.69591 -1.46114
N -0.48350 -0.41805 -1.29661
C -0.12786 0.23346 -0.03076
C 1.49830 0.41229 -0.09647
C 2.11207 -0.52016 0.91195
S 1.58227 -2.29339 0.69078
H -2.10844 -1.56298 -0.82253
H -2.14096 -0.75520 -2.55852
H -2.56727 0.10501 -1.10378
H 0.20554 -1.02597 -1.71752
H -0.44427 -0.51252 0.76471
H -0.65949 1.12654 0.20603
H 1.66880 1.40609 0.21929
H 1.72861 0.07597 -1.10009
H 1.92806 -0.18714 1.93671
H 3.22072 -0.61000 0.59554
H 1.29893 -2.79867 1.83942
O -2.40184 -0.18366 2.18736
H -2.57363 -1.12209 2.35086
H -1.44937 -0.27275 1.88059
O 0.40891 3.62742 -1.18952
H 1.21825 3.12582 -1.36735
H -0.03642 2.84590 -0.83895

23
Properties=species:S:1:pos:R:3 method="wB97M-V/def2-TZVPD" total_charge=0 homo_lumo_gap_ev=9.624 smiles=CN[C@H](C)CS.O.O relative_energy_kj_mol=71.8 e_tot_ev=-20811.131 homo_ev=-9.111
C -0.31454 0.82210 -2.78178
N -0.73863 1.16293 -1.42650
C -0.52504 0.12462 -0.40568
C -0.82527 -1.30833 -0.79404
C -1.23167 0.59183 0.84601
S -0.88807 -0.24181 2.39350
H -0.87385 0.01145 -3.25565
H -0.38884 1.72022 -3.39033
H 0.75426 0.58434 -2.76945
H -1.70360 1.46393 -1.42660
H 0.52484 0.22706 -0.11901
H -0.31449 -2.03382 -0.15618
H -1.90391 -1.40468 -0.88826
H -0.45396 -1.54042 -1.79939
H -1.03151 1.65890 0.98576
H -2.31331 0.61196 0.65846
H -1.28616 -1.45386 2.01406
O 2.38169 -2.93429 -0.33651
H 1.72928 -3.63061 -0.47851
H 2.16075 -2.22169 -0.94784
O 2.37831 2.26649 0.34350
H 1.57679 2.05518 -0.15759
H 3.06000 2.06756 -0.30979

23
Properties=species:S:1:pos:R:3 method="wB97M-V/def2-TZVPD" total_charge=0 homo_lumo_gap_ev=9.007 smiles=CSCCCN.O.O relative_energy_kj_mol=190.6 e_tot_ev=-20809.899 homo_ev=-8.486
C -0.04415 -0.91205 2.48732
S 0.68357 -1.71278 0.98522
C -0.80004 -1.55204 -0.13750
C -0.28354 -1.19554 -1.57735
C -0.03954 0.30812 -1.75455
N -1.30068 1.10940 -1.57710
H -0.95542 -1.45668 2.65123
H -0.25625 0.12961 2.19804
H 0.64565 -0.77441 3.24853
H -1.36622 -0.68250 0.36128
H -1.33717 -2.44254 -0.17115
H -1.09437 -1.58309 -2.32746
H 0.57364 -1.77906 -1.79175
H 0.84134 0.59603 -1.11234
H 0.47491 0.42077 -2.81165
H -2.07582 0.57370 -1.82741
H -1.37450 1.63989 -0.75435
O 2.64987 0.89557 -0.15386
H 2.61166 -0.10656 0.08128
H 1.90048 1.26107 -0.65421
O 0.08628 2.08425 1.72807
H 0.79845 2.61596 1.95429
H -0.33815 2.56289 0.95541

23
Properties=species:S:1:pos:R:3 method="wB97M-V/def2-TZVPD" total_charge=0 homo_lumo_gap_ev=9.530 smiles=C[C@@H](N)CCS.O.O relative_energy_kj_mol=110.6 e_tot_ev=-20810.728 homo_ev=-8.830
C -1.36606 0.32663 -0.90792
C -0.28038 -0.33809 -0.08539
N -0.52883 -1.81213 0.02588
C 1.12108 0.03083 -0.58652
C 2.16119 -0.24265 0.53885
S 2.28100 0.94404 1.86175
H -1.40243 1.40195 -0.71456
H -2.30637 -0.20475 -0.62532
H -1.15795 0.41617 -2.00431
H -0.43751 0.08281 0.94014
H -1.30585 -1.91318 -0.62061
H 0.29166 -2.35899 -0.14598
H 1.49651 -0.57257 -1.44888
H 1.10752 1.06377 -0.91000
H 1.91378 -1.20917 0.92918
H 3.05841 -0.41796 -0.04520
H 3.39354 0.38626 2.33546
O 0.79953 3.36216 -0.54923
H 0.26798 3.36085 0.25723
H 0.27192 3.32149 -1.34636
O -3.25727 -1.87095 0.70929
H -2.80303 -2.62939 1.08019
H -3.31844 -1.12713 1.31230